Model 1:
16
Properties=species:S:1:pos:R:3 method="wB97M-V/def2-TZVPD" lumo_ev=-3.2 charge=+1 orbital_gap_ev=9.78
C 2.158 0.244 -0.826
C 0.970 -0.473 -0.659
N -0.020 -0.951 -0.289
N -0.514 1.904 0.190
N -2.248 -1.761 0.372
S 3.267 -0.335 0.587
H 2.003 1.281 -0.851
H 2.810 0.077 -1.825
H -2.598 -1.004 0.961
H -1.075 -1.681 0.337
H -1.187 1.753 -0.539
H -0.124 2.798 -0.101
H -2.585 -1.668 -0.578
H -0.976 2.010 1.085
H -2.634 -2.686 0.618
H 2.752 0.491 1.520

---

Model 2:
16
Properties=species:S:1:pos:R:3 method="wB97M-V/def2-TZVPD" lumo_ev=-3.1 charge=+1 orbital_gap_ev=9.76
C -1.645 -0.582 -0.770
C -0.083 0.700 0.118
N -2.379 -0.890 0.291
N 0.425 0.373 1.278
N 0.246 1.846 -0.455
S 3.210 -0.569 -0.043
H -0.895 -1.366 -1.105
H -2.020 0.062 -1.436
H -2.167 -1.633 0.977
H -3.322 -0.564 0.508
H 1.242 0.861 1.577
H -0.038 -0.334 1.869
H -0.159 1.955 -1.334
H 2.486 -1.675 -0.443
H 0.864 2.602 -0.132
H 4.237 -0.784 -0.900

---

Which one sits at the bottom of the stability order? model 2 does.

---

Model 1:
101
Properties=species:S:1:pos:R:3 method="wB97M-V/def2-TZVPD" lumo_ev="-2.5 / -4.5" spin_multiplicity=6 charge=+1 orbital_gap_ev="7.78 / 6.69"
Ir -0.628 0.170 0.324
O -2.559 -0.893 -0.525
C -2.909 -2.033 -0.246
C -2.481 -2.785 0.911
C -2.708 -4.162 0.926
C -2.266 -4.901 1.994
C -1.635 -4.304 3.086
C -1.444 -2.943 3.100
C -1.847 -2.151 2.008
O -1.650 -0.856 2.049
N -2.460 -6.356 1.984
O -3.107 -6.829 1.071
O -1.956 -6.992 2.886
H -3.608 -2.542 -0.927
H -3.210 -4.656 0.103
H -1.312 -4.928 3.907
H -0.969 -2.447 3.935
C 3.248 4.324 -0.732
C 2.145 3.514 -1.351
C 1.652 3.771 -2.627
C 0.631 2.996 -3.142
C 0.127 1.970 -2.361
Br -1.334 0.972 -3.000
N 0.599 1.687 -1.153
C 1.574 2.459 -0.663
H 3.377 5.273 -1.251
H 4.198 3.788 -0.780
H 3.036 4.537 0.316
H 2.060 4.585 -3.214
H 0.216 3.181 -4.122
H 1.913 2.206 0.332
C 4.605 0.849 1.234
N 3.211 0.482 1.445
C 2.427 0.697 2.472
S 0.756 0.157 2.454
N 2.783 1.283 3.619
C 4.090 1.720 4.098
H 4.782 0.781 0.162
H 5.289 0.162 1.732
H 4.808 1.868 1.556
H 2.824 -0.130 0.695
H 2.002 1.455 4.233
H 4.870 1.032 3.793
H 4.057 1.724 5.185
H 4.332 2.727 3.756
C -2.400 5.034 2.526
C -3.168 4.183 3.515
C -4.600 4.635 3.711
O -3.134 2.757 3.162
P -3.378 2.042 1.793
S -3.794 0.123 2.264
S -1.825 2.279 0.525
O -4.654 2.763 1.225
C -5.286 2.702 -0.104
C -4.646 3.724 -1.022
C -5.286 1.303 -0.681
H -2.364 6.056 2.905
H -2.894 5.052 1.553
H -1.382 4.673 2.395
H -2.654 4.183 4.475
H -5.112 4.754 2.758
H -4.601 5.594 4.229
H -5.149 3.917 4.319
H -6.306 3.009 0.124
H -3.660 3.398 -1.351
H -4.557 4.690 -0.526
H -5.280 3.849 -1.901
H -4.273 0.980 -0.930
H -5.877 1.312 -1.597
H -5.730 0.586 0.008
C 1.190 -5.372 -1.279
C 1.839 -4.115 -0.727
C 1.194 -3.720 0.594
C 3.342 -4.280 -0.573
O 1.625 -3.103 -1.764
P 1.464 -1.550 -1.532
O 2.571 -0.980 -0.716
O 0.043 -1.305 -0.986
O 1.424 -0.954 -2.986
C 2.232 -1.286 -4.157
C 1.626 -2.502 -4.838
C 2.112 -0.056 -5.042
C 3.681 -1.520 -3.755
H 1.312 -6.197 -0.576
H 1.649 -5.654 -2.228
H 0.125 -5.206 -1.445
H 1.352 -4.524 1.315
H 0.121 -3.571 0.470
H 1.630 -2.805 0.999
H 3.562 -5.069 0.148
H 3.789 -3.348 -0.226
H 3.793 -4.551 -1.529
H 0.584 -2.307 -5.095
H 1.669 -3.373 -4.187
H 2.175 -2.720 -5.754
H 1.064 0.139 -5.276
H 2.652 -0.214 -5.976
H 2.531 0.818 -4.539
H 3.771 -2.367 -3.075
H 4.090 -0.636 -3.265
H 4.271 -1.731 -4.648

---

Model 2:
101
Properties=species:S:1:pos:R:3 method="wB97M-V/def2-TZVPD" lumo_ev="-2.5 / -5.5" spin_multiplicity=6 charge=+1 orbital_gap_ev="7.99 / 5.22"
Ir -1.178 -0.415 0.173
O -2.880 -1.492 1.415
C -4.090 -1.238 1.362
C -4.803 -0.550 0.327
C -6.195 -0.454 0.489
C -6.959 0.101 -0.494
C -6.381 0.572 -1.682
C -5.028 0.495 -1.859
C -4.183 -0.047 -0.855
O -2.908 -0.056 -1.071
N -8.413 0.199 -0.310
O -8.882 -0.208 0.740
O -9.063 0.685 -1.218
H -4.711 -1.603 2.196
H -6.670 -0.829 1.388
H -7.021 0.998 -2.441
H -4.558 0.866 -2.761
C -2.731 -4.198 -3.818
C -2.026 -3.996 -2.506
C -1.424 -5.037 -1.814
C -0.768 -4.802 -0.616
C -0.741 -3.505 -0.160
Br 0.192 -3.056 1.424
N -1.316 -2.494 -0.789
C -1.946 -2.734 -1.940
H -2.711 -5.246 -4.114
H -2.253 -3.615 -4.608
H -3.774 -3.884 -3.757
H -1.458 -6.043 -2.217
H -0.280 -5.592 -0.063
H -2.390 -1.867 -2.417
C 2.647 2.831 -0.795
N 1.293 2.323 -0.602
C 0.159 2.954 -0.403
S -1.331 2.065 -0.299
N 0.025 4.288 -0.344
C 1.045 5.331 -0.312
H 3.209 2.042 -1.295
H 3.137 3.057 0.154
H 2.660 3.711 -1.433
H 1.180 1.308 -0.674
H -0.933 4.589 -0.339
H 1.427 5.573 -1.302
H 1.868 5.049 0.338
H 0.589 6.228 0.102
C -0.376 0.062 6.222
C 0.995 0.035 5.582
C 1.384 -1.320 5.035
O 1.064 1.113 4.560
P 0.673 1.145 3.047
S 1.943 0.210 1.789
S -1.004 0.130 2.694
O 0.743 2.670 2.707
C 0.167 3.789 3.497
C 1.136 4.203 4.581
C -1.222 3.459 4.002
H -0.358 -0.545 7.129
H -1.135 -0.342 5.553
H -0.650 1.079 6.506
H 1.742 0.366 6.297
H 0.660 -1.674 4.299
H 1.394 -2.031 5.862
H 2.376 -1.305 4.587
H 0.104 4.571 2.747
H 1.217 3.442 5.355
H 0.776 5.125 5.041
H 2.127 4.393 4.165
H -1.191 2.677 4.765
H -1.866 3.133 3.185
H -1.656 4.350 4.459
C 2.417 1.244 -4.506
C 1.811 -0.064 -4.034
C 0.292 0.037 -3.988
C 2.271 -1.223 -4.903
O 2.369 -0.237 -2.678
P 1.735 -1.199 -1.570
O 1.281 -2.505 -2.070
O 0.674 -0.298 -0.867
O 2.884 -1.230 -0.487
C 4.231 -1.812 -0.618
C 5.170 -0.635 -0.819
C 4.478 -2.504 0.709
C 4.338 -2.802 -1.767
H 2.131 1.438 -5.541
H 3.506 1.199 -4.451
H 2.063 2.076 -3.891
H -0.079 0.297 -4.983
H -0.030 0.813 -3.289
H -0.154 -0.916 -3.694
H 1.898 -1.090 -5.922
H 1.900 -2.168 -4.508
H 3.362 -1.254 -4.944
H 5.114 0.049 0.032
H 4.898 -0.094 -1.728
H 6.201 -0.981 -0.917
H 4.358 -1.803 1.540
H 5.495 -2.900 0.740
H 3.778 -3.331 0.843
H 4.184 -2.316 -2.732
H 3.612 -3.609 -1.666
H 5.345 -3.225 -1.757

---

Which one sits at the bottom of the stability order? model 2 does.

---

Model 1:
16
Properties=species:S:1:pos:R:3 method="wB97M-V/def2-TZVPD" lumo_ev=0.6 orbital_gap_ev=9.37
C 2.445 -0.088 -0.740
N 1.897 0.189 0.463
N 0.893 -0.769 0.744
C -0.375 -0.181 1.149
C -1.570 -0.363 0.266
N -1.299 -1.211 -0.986
C -1.024 0.907 0.340
F -0.584 1.608 -0.704
H 3.428 0.369 -0.777
H 2.181 -0.850 -1.494
H 0.763 -1.185 -0.138
H -0.339 0.090 2.252
H -2.763 -0.671 0.577
H -1.699 -0.779 -1.845
H -1.831 -2.162 -0.591
H -1.771 1.606 0.712

---

Model 2:
16
Properties=species:S:1:pos:R:3 method="wB97M-V/def2-TZVPD" lumo_ev=0.8 orbital_gap_ev=10.17
H 1.439 2.004 -0.321
N 0.492 1.514 -0.278
C 0.535 0.205 -0.108
N 1.534 -0.781 -0.150
N 2.883 -0.413 -0.299
C -0.872 -0.539 0.150
C -1.991 0.009 1.092
C -1.962 0.240 -0.439
F -2.822 -0.370 -1.148
H 1.471 -1.721 0.031
H 3.006 -0.136 -1.316
H 3.187 0.513 0.325
H -0.771 -1.617 0.153
H -1.937 0.860 1.798
H -2.681 -0.953 1.254
H -1.509 1.187 -0.744

---

Which one sits at the bottom of the stability order? model 1 does.